No. 1
{"formula": "C2HN2O3", "method": "wB97M-V/def2-TZVPD", "elements": ["N", "C", "C", "O", "O", "N", "O", "H"], "coordinates": [[2.61988, -0.64619, -0.53960], [1.58314, -0.26729, -0.16719], [0.21768, -0.05625, 0.26891], [-0.40726, -1.18498, 0.43275], [-0.10190, 1.05912, 0.99453], [-0.54453, 1.03314, -0.44807], [-1.88195, 0.45657, -0.49480], [-1.48506, -0.39411, -0.04654]], "forces_ev_per_angstrom": [[-1.5, 0.9, 0.6], [2.6, -0.8, -0.8], [-0.6, -0.9, -0.6], [0.3, 0.4, 0.3], [-0.1, 0.9, 0.5], [-1.3, -0.3, -0.1], [2.5, 1.1, 0.4], [-1.9, -1.1, -0.3]], "mulliken_charge": [-0.5047, 0.0564, 1.0089, -0.7901, -0.4203, -0.2654, -0.4233, 0.3385], "largest_force_ev_per_a": 2.9, "homo_energy_ev": -5.2, "multiplicity": 1, "gap_ha": 0.3544, "relative_energy_kj_mol": 310.4, "total_charge": -1}

No. 2
{"formula": "C8H12SSi", "method": "wB97M-V/def2-TZVPD", "elements": ["C", "Si", "C", "C", "C", "C", "C", "C", "C", "S", "H", "H", "H", "H", "H", "H", "H", "H", "H", "H", "H", "H"], "coordinates": [[-1.53315, -1.01491, 0.80762], [-1.31840, 0.09070, -0.69692], [-1.02080, -0.99444, -2.34395], [0.39618, 1.20254, -0.48394], [0.10288, 1.63475, 0.91141], [0.59394, 0.84604, 1.92401], [1.51061, -0.19802, 1.71773], [2.03923, -0.28444, 0.49779], [1.57621, 0.34638, -0.69094], [2.54596, 0.09596, -2.07849], [-1.01916, -0.40092, 1.59065], [-2.61048, -1.27316, 0.96079], [-0.96515, -1.93756, 0.85394], [-2.23501, 1.20306, -0.91626], [-0.01850, -1.36967, -2.17730], [-1.71377, -1.75077, -2.60506], [-1.06852, -0.32382, -3.07885], [0.11295, 2.03132, -1.17801], [-0.50358, 2.58448, 1.17743], [0.32514, 1.11868, 2.93748], [1.78766, -0.71741, 2.58983], [3.01576, -0.88877, 0.28102]], "forces_ev_per_angstrom": [[-0.2, 0.7, 0.4], [1.4, -2.1, -1.6], [0.1, -0.2, 4.5], [-1.5, 1.0, 0.0], [0.5, 0.2, 0.9], [-1.5, 2.5, 0.2], [-0.6, 1.1, -0.4], [3.3, -2.9, -1.1], [1.0, 0.7, -1.0], [-1.6, 0.6, 1.0], [-1.5, -0.7, -0.1], [0.9, 0.5, 0.3], [0.1, -0.2, -0.7], [-0.5, 0.1, 0.2], [0.2, -0.2, -0.4], [-0.7, -1.0, 0.3], [0.4, 2.7, -3.3], [0.8, -0.9, 0.0], [0.9, -1.9, -0.8], [0.0, -0.1, 0.1], [0.8, -0.8, 0.6], [-2.1, 0.8, 0.7]], "mulliken_charge": [-0.8782, 0.4012, -1.1085, 0.4483, -0.6738, -0.2818, -0.8286, 0.0022, -0.5689, -0.2427, 0.2290, 0.3760, 0.3313, -0.1464, 0.2956, 0.3844, 0.3679, 0.5080, 0.2508, 0.3857, 0.4968, 0.2517], "largest_force_ev_per_a": 4.5, "homo_energy_ev": -7.9, "multiplicity": 1, "gap_ha": 0.2642, "relative_energy_kj_mol": 207.1}

No. 3
{"formula": "C5H15N2", "method": "wB97M-V/def2-TZVPD", "elements": ["C", "C", "C", "C", "C", "N", "N", "H", "H", "H", "H", "H", "H", "H", "H", "H", "H", "H", "H", "H", "H", "H"], "coordinates": [[1.26361, 1.12529, 1.18682], [-0.53960, -1.32172, 0.82666], [-1.23035, -0.43008, -1.38323], [0.56953, 0.68201, -0.05465], [-0.70051, -0.03119, 0.00926], [-1.58687, 0.88620, 0.67633], [1.68552, -0.23184, -0.86469], [1.16476, 0.35633, 1.94358], [0.93880, 2.07570, 1.55900], [2.31059, 1.15853, 1.01825], [-0.69082, -1.18129, 1.87702], [-1.40300, -1.95432, 0.46864], [0.35579, -1.81533, 0.62141], [-1.29105, 0.49267, -2.02327], [-0.49181, -1.11992, -1.94762], [-2.26043, -0.94450, -1.44040], [0.42334, 1.60087, -0.75924], [-1.79039, 1.81968, 0.25401], [-2.49243, 0.37383, 0.93508], [1.53748, -1.02000, -0.28338], [2.66533, -0.04770, -0.75084], [1.56252, -0.47321, -1.86874]], "forces_ev_per_angstrom": [[-0.3, -1.2, 0.4], [-3.8, -0.1, -0.4], [-1.2, 0.1, -2.6], [-1.2, 5.6, -1.9], [2.1, -0.7, 1.2], [-3.1, -1.5, -1.7], [1.0, -1.3, -1.8], [-0.2, 0.0, 0.6], [-0.2, 0.5, 0.3], [1.1, 0.5, -0.1], [0.3, 0.1, 0.6], [1.1, 0.1, 0.7], [1.2, -0.9, -0.1], [0.0, -0.8, 0.5], [-1.1, 1.0, 1.4], [1.6, 0.8, 0.5], [0.4, -1.5, 1.0], [0.7, 0.0, 0.5], [0.0, 0.6, 0.8], [0.3, -1.6, -0.1], [1.3, 0.6, 0.0], [0.0, -0.1, 0.3]], "mulliken_charge": [-1.4370, -1.6778, -1.5672, -0.6280, 0.8199, 0.0075, -0.9162, 0.3499, 0.3683, 0.4334, 0.4855, 0.4655, 0.4146, 0.3891, 0.3664, 0.4165, 0.4921, 0.4555, 0.4711, 0.3894, 0.4554, 0.4462], "largest_force_ev_per_a": 6.0, "homo_energy_ev": [-6.9, -15.9], "multiplicity": 3, "gap_ha": [0.1363, 0.2876], "relative_energy_kj_mol": 66.8, "total_charge": 1}

No. 4
{"formula": "C17H12IrN4O2Se", "method": "wB97M-V/def2-TZVPD", "elements": ["Ir", "O", "C", "N", "C", "O", "C", "C", "C", "C", "C", "N", "C", "C", "C", "C", "C", "N", "H", "H", "H", "H", "H", "H", "H", "H", "Se", "C", "C", "C", "N", "C", "C", "H", "H", "H", "H"], "coordinates": [[-0.21062, -0.20079, 1.06299], [-1.20691, 2.36436, -1.81558], [-1.13768, 1.48561, -1.01968], [0.04335, 1.06397, -0.36084], [1.32774, 1.65651, -0.43115], [1.63249, 2.56036, -1.13876], [2.30994, 0.94073, 0.47756], [3.64081, 1.27868, 0.48548], [4.50794, 0.54020, 1.28656], [4.01362, -0.51895, 2.03197], [2.65932, -0.79996, 1.99081], [1.82711, -0.07423, 1.23575], [-2.32156, 0.61945, -0.62860], [-3.54386, 0.77808, -1.23320], [-4.57445, -0.09106, -0.88339], [-4.33685, -1.09499, 0.04252], [-3.08595, -1.19354, 0.62629], [-2.10522, -0.34452, 0.30044], [3.97658, 2.09540, -0.13986], [5.56125, 0.78506, 1.31905], [4.66391, -1.12832, 2.64326], [2.22512, -1.61528, 2.55561], [-3.66498, 1.56056, -1.97068], [-5.55079, 0.01120, -1.33816], [-5.10768, -1.80093, 0.31698], [-2.85235, -1.95724, 1.35732], [-0.72036, 1.25144, 2.73729], [-1.03279, -0.14636, 4.00877], [-2.33831, -0.53818, 4.27942], [-2.51078, -1.51889, 5.25053], [-1.50270, -2.08004, 5.90993], [-0.26421, -1.68469, 5.63970], [0.03771, -0.71324, 4.69053], [-3.19255, -0.09735, 3.78215], [-3.50643, -1.85938, 5.50952], [0.52831, -2.15601, 6.20907], [1.06167, -0.40552, 4.52218]], "forces_ev_per_angstrom": [[0.0, -0.5, 0.3], [0.0, 0.0, 0.0], [0.0, -0.1, 0.0], [0.0, -0.1, 0.1], [0.0, -0.1, -0.1], [0.0, 0.0, 0.0], [0.0, -0.1, 0.0], [0.0, 0.0, 0.0], [0.0, 0.0, 0.0], [0.0, 0.0, 0.0], [0.1, 0.0, 0.0], [0.0, 0.4, -0.2], [0.1, -0.1, 0.0], [0.0, 0.0, 0.0], [0.0, 0.0, 0.0], [0.0, 0.0, 0.0], [0.0, 0.0, 0.0], [0.0, 0.5, -0.1], [0.0, 0.0, 0.0], [0.0, 0.0, 0.0], [0.0, 0.0, 0.0], [0.0, 0.0, 0.0], [0.0, 0.0, 0.0], [0.0, 0.0, 0.0], [0.0, 0.0, 0.0], [0.0, 0.0, 0.0], [0.0, 0.0, 0.2], [0.0, 0.0, 0.0], [0.0, 0.0, 0.0], [0.0, 0.0, 0.0], [0.0, 0.0, 0.0], [0.0, -0.1, 0.0], [0.0, 0.0, -0.1], [0.0, 0.0, 0.0], [0.0, 0.0, 0.0], [0.0, 0.0, 0.0], [0.0, 0.0, 0.0]], "mulliken_charge": [0.5030, -0.4768, 0.0817, -0.1662, 0.1099, -0.4789, 0.6199, -0.5928, -0.2303, -0.8621, -0.0166, -0.0677, 0.6479, -0.5877, -0.2294, -0.8209, 0.0458, -0.0883, 0.5171, 0.4789, 0.4228, 0.6630, 0.5169, 0.4772, 0.4300, 0.5603, 0.2784, 0.2315, -0.3468, -0.4110, -0.4376, -0.5067, -0.1833, 0.4952, 0.3909, 0.3918, 0.6408], "largest_force_ev_per_a": 0.6, "homo_energy_ev": [-16.2, -16.2], "multiplicity": 2, "gap_ha": [0.2592, 0.2210], "relative_energy_kj_mol": 0.0, "total_charge": 2}